a:
This record from the Open Molecules 2025 dataset describes an isolated ion of composition C9H16N3O and charge +1. The level of theory is ωB97M-V with the def2-TZVPD basis set.

Properties
total charge = +1
spin multiplicity = 1
lowest unoccupied orbital energy = -0.121 Eh
structure (SMILES) = CC(=C=C=N)OC(N(C)C)=[N+](C)C

Geometry (Å):
C: 2.72801 0.64928 -1.91911
C: 1.47821 0.48689 -0.99736
C: 1.59024 -0.09660 0.16429
C: 2.09036 -0.66982 1.17960
N: 2.21268 -1.42184 2.11082
O: 0.19431 0.72071 -1.42618
C: -0.62719 0.24653 -0.30136
N: -1.11045 1.15673 0.51560
C: -1.24219 1.05219 1.98973
C: -0.98333 2.56817 0.13756
N: -1.14704 -0.95408 -0.50440
C: -2.18002 -1.60650 0.16699
C: -0.41528 -1.98130 -1.30254
H: 3.51462 0.73867 -1.16995
H: 2.96494 -0.36173 -2.26716
H: 2.68547 1.43218 -2.55388
H: 2.96865 -1.90523 2.50376
H: -2.09675 1.59540 2.23651
H: -1.24479 0.04417 2.24841
H: -0.37574 1.46188 2.51557
H: 0.05231 3.03507 0.10559
H: -1.22386 2.60374 -0.91666
H: -1.63724 3.13564 0.75989
H: -3.12654 -1.48703 -0.37734
H: -2.12209 -2.67239 0.42588
H: -2.32555 -1.24538 1.20222
H: 0.22524 -1.37700 -2.12144
H: 0.28700 -2.43293 -0.62082
H: -1.13399 -2.71540 -1.78424

b:
This record from the Open Molecules 2025 dataset describes an isolated ion of composition C9H16N3O and charge +1. The level of theory is ωB97M-V with the def2-TZVPD basis set.

Properties
total charge = +1
spin multiplicity = 1
lowest unoccupied orbital energy = -0.111 Eh
structure (SMILES) = N#C[C@@]1(C2(O)C[NH2+]C2)CCCCN1

Geometry (Å):
N: -2.69307 1.00338 -1.21009
C: -1.64055 0.70840 -0.88417
C: -0.28819 0.29245 -0.51614
C: 0.09544 -0.80510 -1.56225
O: 0.39811 -0.19974 -2.74804
C: 1.05636 -1.87771 -0.95658
N: -0.15596 -2.51777 -0.38740
C: -0.96874 -1.94659 -1.48871
C: 0.59999 1.54600 -0.52928
C: 0.04334 2.54320 0.49433
C: -0.11954 1.91162 1.88015
C: -0.91765 0.60902 1.80541
N: -0.28261 -0.30644 0.84088
H: 0.50927 -0.82763 -3.47272
H: 1.51246 -2.48753 -1.73763
H: 1.81849 -1.58572 -0.23785
H: -0.17421 -3.52123 -0.20386
H: -0.40068 -1.84246 0.46552
H: -1.99194 -1.68816 -1.22115
H: -0.96550 -2.57893 -2.37736
H: 0.60761 1.98504 -1.52618
H: 1.62421 1.25951 -0.27664
H: -0.92532 2.90704 0.14666
H: 0.71389 3.39931 0.56136
H: 0.86550 1.70156 2.30731
H: -0.62521 2.61133 2.54369
H: -0.93905 0.11081 2.77667
H: -1.94497 0.79571 1.48842
H: 0.69528 -0.34523 1.13881

Most stable structure - b; separation to the second - 3.545 eV.